# 1
Here is 4 unconnected molecules or ions with the total composition C3H17N2O3 from the Open Molecules 2025 dataset. Energies are from ωB97M-V/def2-TZVPD.

Output
DFT total energy = -12503.5299 eV
energy above the lowest of the compared OMol25 structures with the same formula, charge and spin = 128.4 kJ/mol
orbital gap = 9.94 eV
highest occupied orbital energy = -12.8 eV
lowest unoccupied orbital energy = -2.84 eV

```
! wB97M-V def2-TZVPD RIJCOSX def2/J DEFGRID3
* xyz 1 1
N 1.35872 0.30599 -0.15726
C 0.48451 1.47506 -0.37918
C -0.98330 1.01367 -0.33348
N -1.13833 -0.19789 -1.09761
C -1.95733 -1.24873 -0.50854
H 0.84241 -0.55360 -0.37897
H 2.23467 0.34927 -0.66225
H 1.62530 0.21302 0.84686
H 0.70118 2.20725 0.39695
H 0.69652 1.97903 -1.31504
H -1.26174 0.84707 0.70022
H -1.55475 1.86553 -0.70009
H -1.30668 -0.07575 -2.08077
H -1.66162 -1.42660 0.51474
H -1.73959 -2.16881 -1.01465
H -3.03134 -1.05633 -0.49946
H 3.18243 0.82921 4.60550
H 4.10015 -0.26359 3.97423
O 3.22309 -0.09289 4.32734
H -1.75026 -1.01443 -5.49032
H -2.72837 -2.13218 -5.10881
O -2.42055 -1.26188 -4.84002
H 0.06573 0.36710 2.93650
H 1.41968 -0.33283 3.20758
O 0.97372 0.29907 2.61913
*
```

***

# 2
Here is C18H26N2O3 in the gas phase from the Open Molecules 2025 dataset. Energies are from ωB97M-V/def2-TZVPD.

Output
DFT total energy = -28212.2631 eV
energy above the lowest of the compared OMol25 structures with the same formula, charge and spin = 52.5 kJ/mol
orbital gap = 9.64 eV
SMILES = CC[C@@H]1CCCCN1C(=O)N[C@@H](Cc1ccccc1)C(=O)OC
highest occupied orbital energy = -8.9 eV
lowest unoccupied orbital energy = 0.72 eV

```
! wB97M-V def2-TZVPD RIJCOSX def2/J DEFGRID3
* xyz 0 1
C -2.48119 -1.66042 2.08708
C -3.64642 -0.71735 1.80808
C -3.20888 0.52723 1.01745
C -4.34386 1.55499 0.86643
C -5.41101 1.10945 -0.12729
C -4.74997 0.81685 -1.46929
C -3.66815 -0.24109 -1.28157
N -2.69226 0.17081 -0.29047
C -1.39102 0.25545 -0.67739
O -1.03614 0.07432 -1.82841
N -0.47352 0.59487 0.31068
C 0.91606 0.51510 -0.09664
C 1.82874 0.79805 1.10633
C 3.27635 0.74524 0.70553
C 4.04780 -0.37546 0.97802
C 5.37055 -0.43441 0.57705
C 5.93680 0.62899 -0.10320
C 5.17509 1.75171 -0.37834
C 3.85337 1.80845 0.02353
C 1.26185 -0.85037 -0.68802
O 2.09524 -1.04668 -1.52652
O 0.55580 -1.82253 -0.08968
C 0.76952 -3.13628 -0.58492
H -1.75891 -1.19452 2.75605
H -2.83784 -2.57121 2.56281
H -1.97707 -1.93258 1.16206
H -4.08592 -0.39018 2.75230
H -4.41567 -1.25430 1.25363
H -2.41026 1.02335 1.57689
H -4.78706 1.73965 1.84648
H -3.90813 2.49167 0.51148
H -5.91820 0.21478 0.23864
H -6.16069 1.89543 -0.23596
H -5.48373 0.46028 -2.19318
H -4.29660 1.72901 -1.86124
H -3.12220 -0.40669 -2.21175
H -4.12636 -1.18745 -0.97077
H -0.64180 0.18058 1.21555
H 1.08959 1.25266 -0.88687
H 1.57716 1.78690 1.49640
H 1.62730 0.05481 1.88245
H 3.60982 -1.21054 1.50746
H 5.95906 -1.31417 0.79302
H 6.96818 0.58226 -0.42002
H 5.61159 2.58418 -0.91049
H 3.26068 2.68534 -0.19430
H 0.29278 -3.81270 0.12091
H 0.32093 -3.23574 -1.57493
H 1.83935 -3.34109 -0.65896
*
```

***

# 3
Here is 2 unconnected molecules or ions with the total composition C11H16OSi from the Open Molecules 2025 dataset. Energies are from ωB97M-V/def2-TZVPD.

Output
DFT total energy = -21588.6885 eV
energy above the lowest of the compared OMol25 structures with the same formula, charge and spin = 231.5 kJ/mol
orbital gap (alpha / beta) = 7.74 / 7.13 eV
highest occupied orbital energy (alpha / beta) = -7.6 / -6.9 eV
lowest unoccupied orbital energy (alpha / beta) = 0.14 / 0.19 eV

```
! wB97M-V def2-TZVPD RIJCOSX def2/J DEFGRID3
* xyz 0 1
C 3.81269 0.55075 0.64162
C 2.88429 1.49005 0.22212
C 3.41911 -0.76241 0.83685
C 1.57296 1.11519 0.00072
C 2.10386 -1.13259 0.62309
C 1.16120 -0.20051 0.19703
C -2.80469 2.62187 1.13537
C -1.98454 1.74241 1.63440
C -0.47282 0.23657 -2.77660
C -2.09281 -2.61875 1.11827
C -1.29234 -0.65777 -1.85138
O -0.88041 -2.04294 0.74596
Si -0.63762 -0.65017 -0.06194
H 4.83695 0.84416 0.82247
H 3.18176 2.51910 0.07745
H 4.13968 -1.49979 1.16283
H 0.84889 1.85233 -0.31153
H 1.79956 -2.15519 0.78826
H -3.23517 3.43262 1.72641
H -3.12056 2.60983 0.10282
H -1.61007 1.67445 2.63833
H -0.83839 0.17015 -3.79983
H -0.53347 1.27279 -2.45680
H 0.57537 -0.05502 -2.76835
H -2.63434 -2.99348 0.24605
H -2.72038 -1.88634 1.63083
H -1.88007 -3.44720 1.79426
H -1.26168 -1.68488 -2.23225
H -2.33694 -0.34522 -1.88647
*
```

***

# 4
Here is C38H46O8 in the gas phase from the Open Molecules 2025 dataset. Energies are from ωB97M-V/def2-TZVPD.

Output
DFT total energy = -56533.2310 eV
energy above the lowest of the compared OMol25 structures with the same formula, charge and spin = 0.0 kJ/mol
orbital gap = 7.60 eV
highest occupied orbital energy = -7.8 eV
lowest unoccupied orbital energy = -0.24 eV

```
! wB97M-V def2-TZVPD RIJCOSX def2/J DEFGRID3
* xyz 0 1
C 2.39913 1.49359 3.32798
C 3.70649 1.45160 2.59147
C 4.27476 0.29752 2.26410
C 5.56997 0.11161 1.52956
H 6.31848 0.82027 1.89383
H 5.94233 -0.89527 1.72715
C 5.44030 0.30398 0.01095
H 6.40340 0.09195 -0.45640
H 5.17125 1.33903 -0.20434
C 4.36422 -0.59230 -0.63468
C 4.45564 -2.00424 -0.13574
C 3.41877 -2.63851 0.39860
C 2.14835 -1.95800 0.54574
C 1.03577 -2.58083 1.10615
C -0.18211 -1.87143 1.21099
C -0.25465 -0.53213 0.77630
C 0.86380 0.10910 0.25868
C 2.05832 -0.62039 0.13902
O 3.10274 0.04352 -0.36226
C 0.84295 1.55961 -0.16165
C 1.01469 1.72729 -1.64437
C 0.22515 2.41505 -2.46135
C 0.51925 2.50303 -3.93044
H -0.32580 2.12450 -4.50548
H 1.40411 1.92918 -4.19359
H 0.67807 3.54165 -4.22045
C -1.00617 3.15386 -2.01348
H -0.76183 3.87146 -1.23152
H -1.75618 2.46906 -1.62061
H -1.44662 3.69480 -2.84726
H 1.89895 1.24978 -2.04199
H -0.08287 2.01908 0.17219
H 1.68549 2.05586 0.32992
O -1.38936 0.20368 0.93000
C -2.64993 -0.44018 0.95814
C -2.62060 -1.85796 1.42846
C -3.80373 -2.48153 1.46319
C -4.94202 -1.62370 1.05628
H -5.90563 -2.13162 1.08422
C -4.91291 -0.42980 2.02867
H -5.82461 0.15173 1.93566
H -4.87822 -0.82477 3.04579
C -3.67000 0.42558 1.76164
H -3.22545 0.77789 2.69205
C -3.92092 1.61552 0.80182
C -5.32054 2.23903 0.85878
H -6.09371 1.56445 0.50284
H -5.54935 2.54501 1.87638
H -5.33165 3.11996 0.22102
C -2.91648 2.74100 1.07138
H -3.16168 3.22479 2.01333
H -1.90752 2.35019 1.12866
H -2.97060 3.47684 0.27387
O -3.70534 1.06735 -0.51318
C -3.34872 -0.30731 -0.43019
C -2.45371 -0.62049 -1.63451
C -1.73882 -1.92464 -1.53425
C -0.60350 -2.20300 -2.18340
C 0.12059 -3.46544 -1.91584
O 1.18665 -3.75385 -2.40437
O -0.49574 -4.27073 -1.03733
H 0.06690 -5.03926 -0.84970
C 0.05195 -1.27521 -3.15526
H 0.33713 -0.34634 -2.66404
H -0.62924 -1.03225 -3.96853
H 0.94041 -1.74989 -3.56276
H -2.16729 -2.67341 -0.88562
H -1.72388 0.18620 -1.73495
H -3.08125 -0.59795 -2.53187
C -4.64416 -1.17292 -0.40276
O -5.71874 -0.48482 -0.97349
H -5.41542 0.42965 -1.11304
H -4.48464 -2.08369 -0.99659
H -3.90754 -3.51223 1.75559
C -1.35652 -2.54640 1.70165
O -1.33790 -3.65853 2.24113
O 1.12923 -3.84899 1.51714
H 0.24790 -4.09402 1.90678
H 3.47744 -3.65845 0.74234
H 5.41527 -2.47785 -0.26882
C 4.52439 -0.59354 -2.16562
H 5.47986 -1.02672 -2.44705
H 4.46812 0.42402 -2.54549
H 3.72698 -1.18505 -2.61096
H 3.76506 -0.61878 2.53124
C 4.28310 2.79887 2.27059
H 3.79759 3.21222 1.38555
H 5.35052 2.74676 2.07592
H 4.11031 3.48849 3.09544
H 2.55038 1.87721 4.33772
H 1.69777 2.15730 2.82426
H 1.95353 0.50434 3.39516
*
```

***

# 5
Here is 2 unconnected molecules or ions with the total composition C2H2O from the Open Molecules 2025 dataset. Energies are from ωB97M-V/def2-TZVPD.

Output
DFT total energy = -4149.0820 eV
energy above the lowest of the compared OMol25 structures with the same formula, charge and spin = 333.7 kJ/mol
orbital gap = 8.65 eV
highest occupied orbital energy = -9.1 eV
lowest unoccupied orbital energy = -0.48 eV

```
! wB97M-V def2-TZVPD RIJCOSX def2/J DEFGRID3
* xyz 0 1
C -1.19216 -0.28928 -0.03996
C 0.78130 0.40111 0.04987
O -2.24305 0.06887 0.03881
H 1.24565 -0.11614 0.87104
H 1.40826 -0.06456 -0.91977
*
```

***

# 6
Here is a molecular structure, C5H4O2 from the Open Molecules 2025 dataset. Energies are from ωB97M-V/def2-TZVPD.

Output
DFT total energy = -9340.6511 eV
energy above the lowest of the compared OMol25 structures with the same formula, charge and spin = 340.7 kJ/mol
orbital gap = 8.78 eV
highest occupied orbital energy = -9.0 eV
lowest unoccupied orbital energy = -0.17 eV

```
! wB97M-V def2-TZVPD RIJCOSX def2/J DEFGRID3
* xyz 0 1
O 2.34010 -1.16967 0.09992
C 1.24877 -0.67674 0.10415
O 0.14056 -1.48775 0.01022
C -1.10686 -0.95430 -0.04373
C -1.37423 0.36049 -0.01662
C -0.33333 1.35722 0.20854
C 0.95220 0.78719 0.20128
H -1.85005 -1.74221 -0.12626
H -2.41157 0.67094 -0.09991
H 0.56049 1.47167 -0.78071
H 1.83392 1.38317 0.44312
*
```